{"formula": "C3H7N3", "method": "ωB97M-V/def2-TZVPD", "e_above_lowest_ev": 1.778, "homo_ev": -9.277, "smiles": "[H]/N=C1/[C@@H](N)N1C", "total_charge": 0, "orbital_gap_ev": 10.23, "fmax_ha_per_bohr": 0.0207, "e_tot_ha": -282.70891, "species": ["C", "C", "N", "N", "N", "C", "H", "H", "H", "H", "H", "H", "H"], "positions_angstrom": [[-0.86681, 0.11794, 0.51662], [1.39637, -1.06480, -0.10765], [-2.17817, -0.03999, 0.01034], [0.29532, -0.18101, -0.36228], [0.42800, 2.30060, -0.02389], [0.08046, 1.10872, 0.03349], [-0.78315, -0.18856, 1.55938], [-2.44631, -1.01690, -0.04640], [-2.27449, 0.38520, -0.90375], [1.29891, 2.47422, -0.52243], [1.13852, -2.06215, -0.46674], [2.27467, -0.70964, -0.64783], [1.63668, -1.12362, 0.96113]]}

=====

{"formula": "C3H7N3", "method": "ωB97M-V/def2-TZVPD", "e_above_lowest_ev": 3.614, "homo_ev": -8.439, "total_charge": 0, "orbital_gap_ev": 9.12, "fmax_ha_per_bohr": 0.0695, "e_tot_ha": -282.64143, "species": ["C", "C", "C", "N", "N", "N", "H", "H", "H", "H", "H", "H", "H"], "positions_angstrom": [[1.30914, 2.23312, 1.05329], [0.57998, -1.00071, 0.34913], [-1.29373, -0.57581, -1.16277], [2.43564, 2.36847, 1.03248], [-0.89683, 0.78090, 0.72824], [-0.59732, -0.14690, 0.09126], [1.35971, -0.87791, -0.40938], [1.09874, -0.85120, 1.32514], [0.12445, -1.94198, 0.12900], [-1.85303, -1.50965, -1.10364], [-1.92782, 0.26259, -1.41043], [-0.56995, -0.80676, -1.95251], [0.23101, 2.06583, 1.33018]]}

=====

{"formula": "C3H7N3", "method": "ωB97M-V/def2-TZVPD", "e_above_lowest_ev": 0.648, "homo_ev": -8.623, "smiles": "N=C1NCCN1", "total_charge": 0, "orbital_gap_ev": 9.54, "fmax_ha_per_bohr": 0.0722, "e_tot_ha": -282.75044, "species": ["C", "C", "C", "H", "H", "H", "H", "H", "H", "H", "N", "N", "N"], "positions_angstrom": [[0.60415, 0.60390, 0.81450], [0.04643, -0.81497, -0.98874], [-1.28716, -0.38728, -0.26888], [2.18671, 1.34463, 1.49988], [1.88901, 0.60632, -0.90129], [0.04632, -0.74001, -2.08115], [0.16648, -1.89374, -0.88729], [-1.94484, 0.20270, -1.03842], [-1.85144, -1.28709, -0.03611], [-1.38528, 0.77789, 1.63035], [1.24441, 1.19034, 1.71761], [1.06660, 0.09838, -0.35791], [-0.78140, 0.29891, 0.89745]]}

=====

{"formula": "C3H7N3", "method": "ωB97M-V/def2-TZVPD", "e_above_lowest_ev": 5.286, "homo_ev": -8.209, "smiles": "N/N=C\\N1CC1", "total_charge": 0, "orbital_gap_ev": 9.25, "fmax_ha_per_bohr": 0.1174, "e_tot_ha": -282.57998, "species": ["C", "C", "C", "H", "H", "H", "H", "H", "H", "H", "N", "N", "N"], "positions_angstrom": [[-0.56985, -0.78144, -0.00052], [1.60813, -0.42947, -0.26901], [1.01548, 0.75039, 0.46522], [-3.14708, 0.80302, -0.21375], [-1.42996, 0.94225, -0.81020], [-0.09708, -1.84940, 0.00530], [1.80786, -1.29545, 0.34188], [2.61399, -0.41578, -0.78264], [0.86110, 0.31316, 1.38009], [1.23300, 1.93211, 0.44444], [-2.25026, 0.51909, -0.14795], [-1.86751, -0.74596, 0.23165], [0.22219, 0.25748, -0.64450]]}

=====

{"formula": "C3H7N3", "method": "ωB97M-V/def2-TZVPD", "e_above_lowest_ev": 3.207, "homo_ev": -9.500, "smiles": "[H]/N=C(\\N)N1CC1", "total_charge": 0, "orbital_gap_ev": 10.25, "fmax_ha_per_bohr": 0.1265, "e_tot_ha": -282.65641, "species": ["C", "C", "C", "H", "H", "H", "H", "H", "H", "H", "N", "N", "N"], "positions_angstrom": [[-1.00975, -0.35728, -0.11754], [1.37866, -0.01327, -0.75575], [1.52827, -0.26893, 0.60699], [-2.19227, 0.91852, 0.71056], [-0.70785, 1.59125, 0.32260], [-2.84790, -0.79744, -0.34828], [2.32368, -0.26102, -1.26371], [1.18408, 0.97329, -1.23195], [2.20056, -1.05507, 1.09927], [1.02210, 0.43497, 1.38784], [-1.39247, 0.97050, -0.10389], [-1.88544, -1.23550, -0.11313], [0.39833, -0.90002, -0.19301]]}

=====

{"formula": "C3H7N3", "method": "ωB97M-V/def2-TZVPD", "e_above_lowest_ev": 4.086, "homo_ev": -8.299, "total_charge": 0, "orbital_gap_ev": 8.25, "fmax_ha_per_bohr": 0.0547, "e_tot_ha": -282.62411, "species": ["N", "C", "C", "N", "C", "N", "H", "H", "H", "H", "H", "H", "H"], "positions_angstrom": [[-1.96347, -0.34177, 0.12107], [-0.84260, 0.53563, -0.17245], [0.44241, -0.12044, 0.20061], [0.49004, -1.42448, 0.13893], [2.55448, 1.13671, -0.16008], [3.51938, 1.70530, -0.44970], [-2.76710, 0.18636, 0.42937], [-2.24708, -0.82520, -0.71520], [-0.91273, 1.44629, 0.42376], [-0.80419, 0.87010, -1.22337], [1.54884, 0.62121, 0.60924], [-0.37186, -1.88474, 0.42370], [1.35388, -1.90499, 0.37411]]}

=====

{"formula": "C3H7N3", "method": "ωB97M-V/def2-TZVPD", "e_above_lowest_ev": 2.759, "homo_ev": -8.616, "total_charge": 0, "orbital_gap_ev": 8.28, "fmax_ha_per_bohr": 0.0249, "e_tot_ha": -282.67287, "species": ["N", "C", "C", "N", "C", "N", "H", "H", "H", "H", "H", "H", "H"], "positions_angstrom": [[1.29575, 1.55642, 0.10355], [0.60096, 0.51161, -0.63489], [-0.00262, -0.51629, 0.26101], [-0.17823, -0.21845, 1.50158], [-2.00600, -1.96367, -0.95699], [-2.74202, -2.73474, -1.43677], [2.24874, 1.65543, -0.22625], [0.84648, 2.45775, 0.00634], [1.23518, 0.00465, -1.37018], [-0.25885, 0.88518, -1.21251], [-0.58641, -1.39277, -0.20041], [0.17331, 0.67126, 1.85544], [-0.69434, -0.84263, 2.11168]]}

=====

{"formula": "C3H7N3", "method": "ωB97M-V/def2-TZVPD", "e_above_lowest_ev": 2.316, "homo_ev": -8.947, "total_charge": 0, "orbital_gap_ev": 8.70, "fmax_ha_per_bohr": 0.0562, "e_tot_ha": -282.68912, "species": ["C", "C", "C", "N", "N", "N", "H", "H", "H", "H", "H", "H", "H"], "positions_angstrom": [[-2.45707, -0.05594, 0.51447], [0.48250, 1.18628, -0.32782], [-0.09540, -0.16947, -0.29768], [-3.52172, -0.04723, 0.99228], [-0.52054, -0.78254, -1.47761], [0.22730, -1.02141, 0.77360], [0.85962, 1.26030, -1.29185], [-0.22790, 2.04995, -0.37330], [1.25933, 1.38940, 0.43268], [-1.08149, -1.68115, -1.31292], [-0.79310, -0.22337, -2.28469], [0.35183, -0.41463, 1.54826], [-0.66269, -1.48714, 0.95822]]}

=====

{"formula": "C3H7N3O", "method": "ωB97M-V/def2-TZVPD", "e_above_lowest_ev": 4.013, "homo_ev": [-9.160, -9.160], "smiles": "[H]/N=C(\\N=O)N(C)C", "total_charge": 0, "orbital_gap_ev": [8.11, 8.11], "fmax_ha_per_bohr": 0.0887, "e_tot_ha": -357.90240, "species": ["C", "C", "N", "C", "N", "N", "O", "H", "H", "H", "H", "H", "H", "H"], "positions_angstrom": [[0.86940, -1.27410, -0.17832], [1.06660, 1.16129, -0.10130], [0.20947, 0.00385, 0.02239], [-1.14676, 0.14449, -0.07987], [-1.93960, -0.85502, 0.46966], [-1.74700, 1.24406, -0.38945], [-1.53330, -1.23116, 1.59524], [-2.74809, 1.23140, -0.23753], [0.14301, -2.09267, -0.13023], [1.33835, -1.27788, -1.16381], [0.46716, 2.06134, -0.01404], [1.83489, 1.14364, 0.67816], [1.55738, 1.17027, -1.07634], [1.62849, -1.42949, 0.60545]]}

=====

{"formula": "C3H7N3O", "method": "ωB97M-V/def2-TZVPD", "e_above_lowest_ev": 6.409, "homo_ev": [-7.802, -6.961], "total_charge": 0, "orbital_gap_ev": [8.40, 7.70], "fmax_ha_per_bohr": 0.0317, "e_tot_ha": -357.81433, "species": ["C", "C", "C", "N", "N", "N", "O", "H", "H", "H", "H", "H", "H", "H"], "positions_angstrom": [[0.79441, -1.16084, 0.02766], [2.15345, -0.82077, -0.01983], [-2.23178, 0.69337, 0.03473], [1.60800, 1.37467, 0.04992], [-0.05210, -0.18771, 0.13019], [-1.34026, -0.43111, 0.12672], [2.53671, 0.41872, -0.05038], [0.49609, -2.20949, -0.06774], [2.95471, -1.53595, -0.09310], [-1.79447, 1.50544, 0.61468], [-2.35765, 1.03215, -1.00147], [-3.20642, 0.42618, 0.44226], [2.13810, 2.24935, -0.06640], [-1.69877, -1.35402, -0.12726]]}

=====

{"formula": "C3H7N3O", "method": "ωB97M-V/def2-TZVPD", "e_above_lowest_ev": 3.772, "homo_ev": -7.670, "smiles": "NC(N)=C/C=N\\O", "total_charge": 0, "orbital_gap_ev": 8.50, "fmax_ha_per_bohr": 0.1082, "e_tot_ha": -357.91124, "species": ["C", "C", "C", "H", "H", "H", "H", "H", "H", "H", "N", "N", "N", "O"], "positions_angstrom": [[-0.15135, 0.77072, -0.33663], [-0.93899, -0.01564, 0.44899], [-0.78334, -1.42551, 0.71453], [1.20387, 1.02464, -1.90225], [1.54601, -0.32327, -0.54743], [-1.64233, 2.31554, -0.25658], [0.14263, 2.91282, -0.26381], [-1.75863, 0.47011, 0.96776], [-1.65713, -2.01324, 0.85504], [2.09087, -2.31233, 0.48894], [0.88790, 0.34551, -1.01964], [-0.57765, 2.09101, -0.60116], [0.18905, -2.22179, 0.77482], [1.44912, -1.61856, 0.67740]]}

=====

{"formula": "C3H7N3O", "method": "ωB97M-V/def2-TZVPD", "e_above_lowest_ev": 1.459, "homo_ev": -8.968, "smiles": "[H]/N=C/O/C(=N/[H])NC", "total_charge": 0, "orbital_gap_ev": 9.90, "fmax_ha_per_bohr": 0.0087, "e_tot_ha": -357.99625, "species": ["C", "N", "C", "O", "N", "C", "N", "H", "H", "H", "H", "H", "H", "H"], "positions_angstrom": [[-0.47863, 1.95561, -0.54396], [-0.03643, 1.28919, 0.66724], [0.36938, -0.01588, 0.70400], [0.56983, -0.46637, -0.57301], [0.61542, -0.77362, 1.69306], [0.44226, -1.81502, -0.79550], [-0.66981, -2.38203, -0.66947], [-1.20724, 1.34695, -1.08978], [0.36539, 2.16967, -1.20935], [-0.95065, 2.90144, -0.26644], [-0.20750, 1.72880, 1.55575], [0.38908, -0.31869, 2.57310], [1.38230, -2.25079, -1.14321], [-0.58340, -3.36925, -0.90243]]}

=====

{"formula": "C3H7N3O", "method": "ωB97M-V/def2-TZVPD", "e_above_lowest_ev": 7.075, "homo_ev": [-8.610, -8.605], "total_charge": 0, "orbital_gap_ev": [8.25, 8.24], "fmax_ha_per_bohr": 0.0825, "e_tot_ha": -357.78988, "species": ["C", "C", "C", "N", "N", "N", "O", "H", "H", "H", "H", "H", "H", "H"], "positions_angstrom": [[-1.60315, -2.17698, -1.37092], [-0.80696, -1.10624, -1.56545], [0.90217, 2.23115, 1.62254], [0.37516, 0.98948, -0.24715], [0.39985, -0.81791, -1.01992], [0.85126, 0.88651, 0.89305], [1.15782, -0.14753, 1.53910], [-2.35932, -2.45866, -2.10754], [-1.49070, -2.93990, -0.61609], [-1.00778, -0.25916, -2.13564], [1.92068, 2.60818, 1.44440], [0.12866, 2.73907, 1.16153], [0.90238, 1.83209, 2.65915], [0.62994, -1.38012, -0.25708]]}

=====

{"formula": "C3H7N3O", "method": "ωB97M-V/def2-TZVPD", "e_above_lowest_ev": 7.102, "homo_ev": [-7.595, -7.595], "total_charge": 0, "orbital_gap_ev": [8.09, 8.09], "fmax_ha_per_bohr": 0.0974, "e_tot_ha": -357.78888, "species": ["C", "C", "C", "O", "N", "N", "N", "H", "H", "H", "H", "H", "H", "H"], "positions_angstrom": [[0.17205, 0.18102, -0.90563], [-1.51563, 1.88947, 0.31887], [0.62481, -0.15727, 0.37937], [-0.18583, 1.75392, -0.12765], [1.28916, -1.75864, -0.90273], [1.52914, -2.49815, 0.02709], [0.63669, -0.57599, 1.51521], [2.02202, -3.37856, -0.23073], [1.00919, -1.59460, 1.43526], [-0.78515, -0.20723, -1.23026], [0.88350, 0.53367, -1.64028], [-1.85874, 1.03989, 0.92999], [-1.60800, 2.77703, 0.95421], [-2.21321, 1.99541, -0.52271]]}

=====

{"formula": "C3H7N3O", "method": "ωB97M-V/def2-TZVPD", "e_above_lowest_ev": 5.369, "homo_ev": -7.510, "total_charge": 0, "orbital_gap_ev": 8.48, "fmax_ha_per_bohr": 0.0975, "e_tot_ha": -357.85258, "species": ["C", "C", "C", "N", "N", "N", "O", "H", "H", "H", "H", "H", "H", "H"], "positions_angstrom": [[0.54180, 1.25619, 0.26118], [0.35881, 0.05756, 1.09092], [-0.05287, 1.47264, -0.90876], [-0.69417, -0.83835, -0.82595], [-0.27872, -0.91397, 0.47683], [-0.10722, -2.17574, 1.08594], [0.50669, 2.27064, -1.85649], [1.36695, 1.75482, 0.70238], [0.59578, 0.05606, 2.11069], [-1.01792, 1.09980, -1.18146], [-0.48407, -1.70884, -1.32118], [-1.00098, -2.66510, 1.08318], [0.16522, -1.95120, 1.98563], [0.10069, 2.28551, -2.70290]]}

=====

{"formula": "C3H7N3O", "method": "ωB97M-V/def2-TZVPD", "e_above_lowest_ev": 2.287, "homo_ev": -6.913, "total_charge": 0, "orbital_gap_ev": 7.80, "fmax_ha_per_bohr": 0.0287, "e_tot_ha": -357.96584, "species": ["C", "C", "N", "N", "C", "O", "N", "H", "H", "H", "H", "H", "H", "H"], "positions_angstrom": [[-0.75989, -0.36084, -0.20172], [0.56774, -0.11149, -0.19605], [-1.60166, -1.33964, -0.70633], [1.75205, -0.86980, -0.23775], [0.33780, 1.28530, 0.30221], [0.91794, 1.71881, 1.46723], [-1.18189, 0.85672, 0.38937], [0.84104, 1.00924, 2.11796], [-2.48841, -1.38213, -0.22314], [-1.16464, -2.24848, -0.77250], [1.65983, -1.71764, -0.78410], [2.53612, -0.32889, -0.58056], [-1.85854, 1.39978, -0.14467], [0.44252, 2.08907, -0.42996]]}

=====

{"formula": "C3H7N3O2", "method": "ωB97M-V/def2-TZVPD", "e_above_lowest_ev": 5.215, "homo_ev": -8.770, "smiles": "O=C(NO)NN1CC1", "total_charge": 0, "orbital_gap_ev": 9.60, "fmax_ha_per_bohr": 0.0413, "e_tot_ha": -433.13112, "species": ["C", "C", "C", "H", "H", "H", "H", "H", "H", "H", "N", "N", "N", "O", "O"], "positions_angstrom": [[1.73797, -0.58616, -0.01681], [-1.95420, -0.79444, -0.21514], [-1.39956, 0.57164, 0.15702], [1.09342, 2.06103, 0.85140], [2.40471, 1.01338, -1.08237], [0.41851, -1.93047, 0.47877], [-2.63378, -0.85930, -1.08672], [-2.22076, -1.42867, 0.63896], [-1.25134, 0.83029, 1.19867], [-1.62001, 1.38566, -0.48737], [1.97496, 0.79536, -0.19333], [0.44311, -0.92845, 0.36474], [-0.54799, -0.44720, -0.48912], [0.93096, 1.72233, -0.03397], [2.62399, -1.40501, -0.08473]]}

=====

{"formula": "C3H7N3O2", "method": "ωB97M-V/def2-TZVPD", "e_above_lowest_ev": 9.064, "homo_ev": -8.655, "smiles": "COC(/C=N/N)=N\\O", "total_charge": 0, "orbital_gap_ev": 8.73, "fmax_ha_per_bohr": 0.2009, "e_tot_ha": -432.98968, "species": ["C", "C", "C", "H", "H", "H", "H", "H", "H", "H", "N", "N", "N", "O", "O"], "positions_angstrom": [[2.24768, -0.84612, 0.16393], [0.16492, 0.16171, -0.50458], [-1.05544, -0.34558, -0.61378], [3.29529, -0.50303, -0.14857], [1.85990, -0.06587, 1.14664], [2.64511, -1.85395, 0.72195], [-1.02467, -1.42240, -0.07846], [-3.45218, -0.72425, 0.79324], [-4.05916, 0.70427, 0.41834], [1.84744, 2.42780, -0.37675], [-2.15495, 0.36751, -0.53037], [-3.35800, 0.02657, -0.00205], [0.24702, 1.33930, 0.07550], [1.12651, -0.76476, -0.73946], [1.67054, 1.49879, -0.32558]]}

=====

{"formula": "C3H7N3O2", "method": "ωB97M-V/def2-TZVPD", "e_above_lowest_ev": 7.873, "homo_ev": -9.154, "total_charge": 0, "orbital_gap_ev": 9.84, "fmax_ha_per_bohr": 0.2128, "e_tot_ha": -433.03344, "species": ["C", "C", "C", "H", "H", "H", "H", "H", "H", "H", "N", "N", "N", "O", "O"], "positions_angstrom": [[0.39927, 1.91788, -0.33876], [-1.99461, -0.03954, 0.39241], [0.81167, -0.65538, -0.18986], [-0.37939, 2.54437, -1.07522], [0.59157, 2.30325, 0.62154], [1.57004, 1.29472, -0.58359], [-2.49990, -0.10707, 1.52463], [-0.69803, -1.90010, -0.70232], [0.66003, -2.62664, 0.30661], [2.47597, -1.24734, 0.43999], [0.06351, 0.48833, -0.36961], [0.00613, -1.77845, -0.12321], [2.11380, -0.31766, 0.12076], [-0.88721, 0.57914, 0.66843], [-2.23286, -0.45551, -0.69181]]}

=====

{"formula": "C3H7N3O2", "method": "ωB97M-V/def2-TZVPD", "e_above_lowest_ev": 8.586, "homo_ev": -9.047, "total_charge": 0, "orbital_gap_ev": 9.78, "fmax_ha_per_bohr": 0.1515, "e_tot_ha": -433.00723, "species": ["C", "C", "C", "H", "H", "H", "H", "H", "H", "H", "N", "N", "N", "O", "O"], "positions_angstrom": [[-0.13211, 0.54160, 0.69575], [-0.00373, -0.56066, -1.56011], [1.03073, -0.67584, -0.56611], [0.45555, 2.06887, 3.22199], [-2.25279, 0.79398, 0.36340], [-1.64222, -1.42989, -0.52480], [0.30868, 0.27769, -2.22565], [0.10299, -1.62628, -2.26960], [0.92220, -1.49036, 0.53023], [2.26590, -0.91015, -0.98005], [-0.28273, 0.77266, 1.95185], [-1.33744, 0.66578, -0.15923], [-1.39687, -0.51640, -1.10552], [0.81381, 1.33559, 2.52058], [1.14804, 0.75343, 0.10726]]}